Below is a structure of composition C4H3CuFO5 at a distorted geometry, with properties calculated with ωB97M-V/def2-TZVPD.

highest occupied orbital energy (alpha / beta) = -20.01 / -19.97 eV
HOMO-LUMO gap (alpha / beta) = 10.27 / 7.26 eV
LUMO (alpha / beta) = -9.75 / -12.72 eV
energy = -2269.95904 hartree

Structure (ORCA input):
```
! wB97M-V def2-TZVPD RIJCOSX def2/J DEFGRID3
* xyz 2 2
O 3.90404 -0.58526 0.29442
C 5.03929 -0.86578 0.30902
O 6.16452 -1.05804 0.35769
O 0.55914 0.19024 -0.24373
C -3.31392 -0.54139 0.28382
C -0.61117 0.40166 0.25250
O -4.11852 -1.34338 0.45791
O -2.99134 0.49879 -0.30170
C -1.60055 0.81082 -0.83320
Cu 2.06399 -0.39735 0.15862
F -0.63868 1.37563 1.22443
H -1.35020 -0.54747 0.77044
H -1.51273 0.17331 -1.71972
H -1.59388 1.88822 -1.01050
*
```

Mulliken atomic charge list, values in e, 6 entries: -0.334, 0.577, -0.136, -0.957, 0.651, 0.548